Entry 1:
{
  "formula": "C25H45N2OP3SeTc",
  "method": "wB97M-V/def2-TZVPD",
  "e_tot_ha": -4669.0351,
  "homo_lumo_gap_ha": [0.1741, 0.0982],
  "spin_multiplicity": 4,
  "charge": 4,
  "species": ["Tc", "P", "P", "P", "H", "C", "C", "H", "C", "C", "C", "C", "C", "C", "C", "C", "C", "H", "H", "H", "H", "H", "H", "H", "H", "H", "H", "H", "H", "H", "H", "H", "H", "H", "H", "H", "H", "H", "H", "H", "H", "H", "H", "H", "H", "H", "C", "C", "C", "C", "C", "C", "O", "H", "H", "H", "H", "H", "H", "C", "N", "C", "Se", "N", "C", "C", "C", "C", "C", "C", "H", "H", "H", "H", "H", "H", "H", "H"],
  "coordinates": [[-0.35652, 0.16511, -0.31133], [-1.81290, -1.53338, 0.21320], [1.05516, -0.52687, 1.37975], [1.05703, -1.14596, -1.69913], [-1.23604, 5.62152, -5.21771], [-1.24747, 4.68454, -5.78802], [-2.25073, 3.80532, -5.68294], [-3.05285, 3.93364, -4.95035], [-3.38829, -0.96968, 0.90705], [-1.40897, -2.98235, 1.26487], [-2.36458, -2.29239, -1.35754], [2.52318, 0.57065, 1.53253], [0.33565, -0.34530, 3.05349], [1.90321, -2.15526, 1.59630], [0.59514, -1.00585, -3.46220], [1.20875, -2.98025, -1.62274], [2.81428, -0.61065, -1.79612], [-0.39468, 4.48815, -6.45211], [-2.30980, 2.93582, -6.34408], [-3.32332, 0.07974, 1.20979], [-3.68829, -1.58317, 1.76312], [-4.16096, -1.04321, 0.14097], [-1.15157, -2.66914, 2.28512], [-0.57217, -3.56274, 0.85942], [-2.29614, -3.62831, 1.30716], [-2.28314, -1.56927, -2.17770], [-3.41835, -2.56432, -1.23837], [-1.78633, -3.18608, -1.61404], [3.11891, 0.25368, 2.39778], [2.19022, 1.60341, 1.67758], [3.14217, 0.52758, 0.63002], [0.67339, -1.16367, 3.69873], [-0.75990, -0.33694, 3.03865], [0.67123, 0.60172, 3.48760], [2.98931, -2.00857, 1.54700], [1.62493, -2.90002, 0.84799], [1.65775, -2.56778, 2.58082], [1.10875, -1.76959, -4.05893], [0.91264, -0.02572, -3.82056], [-0.48782, -1.09413, -3.59893], [1.22884, -3.35137, -2.65657], [0.35214, -3.43603, -1.11239], [2.14584, -3.26652, -1.13106], [3.17475, -0.79124, -2.81842], [3.44066, -1.17714, -1.09453], [2.90324, 0.46099, -1.58194], [-0.71220, 2.01462, -2.71784], [0.49710, 2.76712, -2.58953], [1.41725, 2.69602, -3.61684], [1.06228, 2.11371, -4.84750], [-0.25246, 1.66562, -5.03650], [-1.18877, 1.76914, -4.03379], [-1.30474, 1.43507, -1.69475], [0.57220, 1.50408, -0.15675], [0.73127, 3.24666, -1.64051], [2.40357, 3.12895, -3.44584], [1.76838, 2.07172, -5.67394], [-0.59388, 1.25382, -5.98268], [-2.24846, 1.56481, -4.18405], [-0.20424, 4.22307, 3.19562], [-1.12984, 3.18442, 3.61590], [-1.71145, 2.26089, 2.80249], [-1.64124, 2.27072, 0.92590], [-2.39000, 1.40205, 3.62544], [-2.16419, 1.72258, 4.96826], [-2.42575, 0.99677, 6.12155], [-1.86764, 1.48914, 7.31187], [-1.03298, 2.62410, 7.30886], [-0.73066, 3.30367, 6.11709], [-1.35414, 2.84498, 4.96251], [-0.48884, 5.17018, 3.66265], [-0.26078, 4.31826, 2.10704], [0.81822, 3.95233, 3.49446], [-2.95499, 0.62510, 3.28489], [-3.04886, 0.10432, 6.06721], [-2.05906, 0.98914, 8.26200], [-0.62565, 2.94940, 8.26971], [-0.05537, 4.15397, 6.05873]],
  "lowdin_spin": [1.063, -0.042, 0.019, 0.031, 0.003, 0.084, 0.036, -0.002, -0.020, -0.002, 0.006, -0.003, 0.012, 0.007, 0.027, 0.002, 0.003, 0.007, 0.000, -0.001, -0.002, -0.001, 0.000, 0.000, -0.001, 0.000, 0.000, 0.000, -0.001, -0.001, 0.000, 0.001, 0.000, 0.000, 0.000, 0.000, 0.000, 0.003, 0.003, 0.001, 0.000, 0.000, 0.000, 0.000, 0.000, 0.000, 0.194, 0.057, 0.060, 0.179, -0.011, 0.202, 0.165, -0.065, 0.000, 0.000, 0.007, -0.003, 0.003, 0.006, 0.072, -0.021, -0.030, 0.092, 0.062, 0.287, 0.045, 0.111, 0.295, 0.032, 0.002, -0.001, 0.003, 0.001, 0.009, -0.001, 0.002, 0.011]
}

---

Entry 2:
{
  "formula": "C11H10IrN3O9S2",
  "method": "wB97M-V/def2-TZVPD",
  "e_tot_ha": -2167.4702,
  "homo_lumo_gap_ha": [0.2364, 0.2702],
  "spin_multiplicity": 2,
  "de_lowest_kcal_mol": 21.0,
  "charge": -1,
  "species": ["Ir", "N", "C", "C", "O", "N", "C", "C", "O", "O", "H", "H", "H", "H", "H", "H", "O", "S", "O", "O", "C", "C", "C", "C", "C", "C", "S", "O", "O", "O", "H", "H", "H", "H", "N", "C"],
  "coordinates": [[0.60242, 0.33815, -1.51858], [0.42953, -1.87274, -2.17690], [1.63346, -2.13331, -2.93824], [2.84229, -1.37053, -2.43803], [3.96670, -1.75296, -2.58547], [2.54116, -0.07411, -1.82038], [3.54842, 0.61548, -1.45561], [1.52787, 3.66834, 0.79852], [0.86378, 4.59452, 0.99848], [2.26244, 2.78826, 0.61619], [0.31628, -2.38647, -1.30571], [-0.40868, -1.91729, -2.73786], [1.47678, -1.76823, -3.95827], [1.92310, -3.18443, -2.98866], [3.37466, 1.57038, -0.97972], [4.55109, 0.22867, -1.60921], [-1.40875, 0.57932, -1.04610], [-1.77202, 1.56807, 0.02260], [-3.02466, 2.20444, -0.28425], [-0.66294, 2.43377, 0.35476], [-2.10044, 0.57699, 1.49365], [-3.27267, 0.92388, 2.15979], [-3.64051, 0.30501, 3.34216], [-2.82879, -0.67796, 3.88189], [-1.65969, -1.03075, 3.23067], [-1.28334, -0.41903, 2.03782], [0.23282, -1.09963, 1.34766], [1.03631, -1.46261, 2.48739], [-0.18527, -2.20770, 0.50394], [0.87681, -0.00623, 0.57248], [-3.89400, 1.69140, 1.72212], [-4.55851, 0.59623, 3.83709], [-3.09775, -1.17007, 4.80816], [-1.00657, -1.78633, 3.64350], [0.38375, 0.87623, -4.58520], [0.41490, 0.76123, -3.43067]],
  "nbo_charge": [0.843, -0.822, -0.341, 0.705, -0.535, -0.471, 0.043, 1.062, -0.514, -0.547, 0.437, 0.401, 0.263, 0.212, 0.222, 0.190, -0.973, 2.433, -0.970, -0.997, -0.347, -0.187, -0.215, -0.217, -0.209, -0.225, 2.422, -0.977, -1.019, -1.010, 0.248, 0.206, 0.206, 0.240, -0.571, 0.015]
}

---

Entry 3:
{
  "formula": "C3H3N",
  "method": "wB97M-V/def2-TZVPD",
  "e_tot_ha": -170.8200,
  "smiles": "C=CC#N",
  "homo_lumo_gap_ha": 0.4025,
  "spin_multiplicity": 1,
  "de_lowest_kcal_mol": 6.3,
  "species": ["C", "C", "C", "N", "H", "H", "H"],
  "coordinates": [[0.14151, 1.25829, 0.97206], [-0.61129, 0.56246, 0.12633], [-0.05356, -0.65932, -0.40886], [0.50920, -1.54830, -0.94846], [-0.02433, 2.17268, 1.52422], [1.17700, 0.84841, 1.09514], [-1.57702, 0.84845, -0.11731]],
  "nbo_charge": [-0.286, -0.318, 0.249, -0.301, 0.217, 0.205, 0.234]
}

---

Entry 4:
{
  "formula": "C5H6FN2O3S",
  "method": "wB97M-V/def2-TZVPD",
  "e_tot_ha": -1027.4085,
  "homo_lumo_gap_ha": 0.2585,
  "spin_multiplicity": 1,
  "de_lowest_kcal_mol": 17.9,
  "charge": -1,
  "species": ["C", "C", "C", "C", "C", "N", "N", "O", "O", "O", "F", "S", "H", "H", "H", "H", "H", "H"],
  "coordinates": [[0.75758, 0.24778, 1.75585], [0.08395, 0.62678, 0.65144], [1.58312, -0.93300, 1.67631], [1.09290, -1.24856, -0.54074], [-0.54683, 0.12247, -1.81275], [1.79831, -1.53848, 0.57171], [0.14848, -0.15189, -0.46775], [0.22888, -4.25673, -0.17322], [-1.33930, -2.43945, 0.32940], [-0.90679, -3.07803, -1.99464], [1.98162, -1.09640, -1.66456], [-0.42951, -3.02202, -0.64088], [0.83873, 0.83620, 2.63791], [-0.48304, 1.53323, 0.73876], [2.17700, -1.21731, 2.61042], [-0.63585, 1.18139, -1.82306], [0.30066, 0.01054, -2.50371], [-1.37665, -0.50315, -1.84813]],
  "nbo_charge": [-0.426, 0.093, 0.123, 0.455, -0.404, -0.481, -0.424, -0.989, -1.015, -1.012, -0.402, 2.262, 0.203, 0.197, 0.168, 0.183, 0.230, 0.240]
}